{"formula": "C3H8NO", "method": "ωB97M-V/def2-TZVPD", "species": ["C", "N", "C", "C", "O", "H", "H", "H", "H", "H", "H", "H", "H"], "positions_angstrom": [[1.611, -0.638, -0.460], [0.336, 0.173, -0.523], [-0.576, 0.068, 0.628], [-2.009, 0.553, 0.474], [-2.865, 0.088, 1.150], [1.987, -0.644, 0.561], [1.560, -1.624, -0.897], [2.343, -0.024, -0.987], [0.643, 1.123, -0.696], [-0.132, -0.091, -1.395], [-0.568, -0.969, 0.967], [-0.139, 0.637, 1.457], [-2.191, 1.349, -0.278]], "charge": 1, "smiles": "C[NH2+]CC=O", "e_homo_ev": -14.8, "total_energy_ha": -248.8071, "mol_weight_g_mol": 74.10, "multiplicity": 1}

=====

{"formula": "C3H8NO", "method": "ωB97M-V/def2-TZVPD", "species": ["O", "C", "C", "N", "C", "H", "H", "H", "H", "H", "H", "H", "H"], "positions_angstrom": [[0.270, -0.840, -0.981], [0.908, -0.003, -1.609], [2.148, 0.504, -1.150], [-0.918, -0.405, 1.913], [-1.743, -0.109, 0.785], [0.640, 0.223, -2.641], [2.746, 1.164, -1.777], [2.628, 0.239, -0.214], [-0.093, -0.954, 1.713], [-0.671, 0.387, 2.496], [-2.645, -0.719, 0.817], [-2.059, 0.926, 0.787], [-1.213, -0.414, -0.139]], "charge": 1, "e_homo_ev": -13.5, "total_energy_ha": -248.6456, "mol_weight_g_mol": 74.10, "multiplicity": 1}

=====

{"formula": "C3H8NO2", "method": "ωB97M-V/def2-TZVPD", "species": ["C", "C", "C", "O", "N", "O", "H", "H", "H", "H", "H", "H", "H", "H"], "positions_angstrom": [[0.748, 1.067, 0.220], [-0.394, -0.006, 0.336], [0.306, -1.401, 0.144], [-1.100, -0.044, 1.512], [-1.392, 0.179, -0.834], [-2.691, 0.178, -0.380], [1.582, 0.678, 0.707], [0.427, 1.990, 0.606], [0.925, 1.214, -0.848], [1.386, -1.338, 0.282], [-0.026, -1.857, -0.837], [-0.020, -1.996, 0.958], [-1.274, 1.193, -1.057], [-2.562, 0.077, 0.683]], "charge": -1, "smiles": "CC(C)([O-])NO", "e_homo_ev": -3.0, "total_energy_ha": -324.2819, "mol_weight_g_mol": 90.10, "multiplicity": 1}

=====

{"formula": "C3H8NO2", "method": "ωB97M-V/def2-TZVPD", "species": ["N", "C", "O", "H", "H", "H", "H", "O", "C", "C", "H", "H", "H", "H"], "positions_angstrom": [[0.152, 1.453, 1.344], [0.873, 0.156, 1.385], [1.006, -0.393, 0.161], [-0.712, 1.291, 0.844], [-0.026, 1.787, 2.289], [1.862, 0.377, 1.817], [0.361, -0.537, 2.098], [-1.532, -0.204, -0.228], [-0.525, -0.785, -0.683], [0.027, -0.372, -2.044], [-0.403, -1.869, -0.449], [-0.754, -0.520, -2.802], [0.901, -0.924, -2.280], [0.271, 0.689, -1.986]], "charge": -1, "e_homo_ev": -3.4, "total_energy_ha": -324.3335, "mol_weight_g_mol": 90.10, "multiplicity": 1}

=====

{"formula": "C3H8NO2", "method": "ωB97M-V/def2-TZVPD", "species": ["C", "C", "C", "N", "O", "O", "H", "H", "H", "H", "H", "H", "H", "H"], "positions_angstrom": [[-0.932, -0.901, 0.629], [-0.535, 1.162, -0.804], [0.042, 0.106, 0.144], [1.229, -0.518, -0.660], [2.284, -0.230, -0.198], [0.633, 0.785, 1.269], [-1.662, -0.273, 0.959], [-0.571, -1.504, 1.359], [-1.425, -1.466, -0.064], [-1.507, 0.979, -1.295], [0.253, 1.153, -1.615], [-0.445, 2.206, -0.375], [1.001, -2.288, -0.470], [1.635, 0.789, 1.122]], "charge": -1, "e_homo_ev": [-1.5, -1.5], "total_energy_ha": -324.1767, "mol_weight_g_mol": 90.10, "multiplicity": 1}

=====

{"formula": "C3H8NO2", "method": "ωB97M-V/def2-TZVPD", "species": ["C", "C", "C", "N", "O", "O", "H", "H", "H", "H", "H", "H", "H", "H"], "positions_angstrom": [[1.078, 1.423, 0.501], [-0.929, -1.915, -2.026], [-0.863, -0.228, 1.049], [0.307, 0.339, 1.041], [1.188, -0.520, 1.703], [-0.543, -1.179, -1.151], [1.492, 1.249, -0.409], [1.842, 1.813, 1.278], [0.310, 2.199, 0.385], [2.134, -0.529, 1.598], [-1.581, -2.770, -1.716], [-0.639, -1.749, -3.008], [-0.969, -1.175, 1.493], [-1.660, 0.414, 0.715]], "charge": 1, "e_homo_ev": -14.4, "total_energy_ha": -323.9415, "mol_weight_g_mol": 90.10, "multiplicity": 1}

=====

{"formula": "C3H8NO2P", "method": "ωB97M-V/def2-TZVPD", "species": ["C", "C", "C", "N", "O", "O", "P", "H", "H", "H", "H", "H", "H", "H", "H"], "positions_angstrom": [[-0.524, -0.724, -0.089], [0.742, -1.543, -0.380], [0.100, 0.435, 0.655], [-0.459, 1.757, 0.440], [2.034, 0.728, -1.303], [3.015, -0.134, 0.880], [1.826, 0.007, 0.070], [-1.010, -0.389, -1.115], [-1.200, -1.252, 0.418], [0.856, -2.342, 0.483], [0.779, -1.969, -1.315], [0.171, 0.262, 1.659], [-1.457, 1.857, 0.647], [1.648, 1.600, -1.225], [0.057, 2.448, 0.878]], "charge": 0, "e_homo_ev": -9.4, "total_energy_ha": -665.7064, "mol_weight_g_mol": 121.08, "multiplicity": 1}

=====

{"formula": "C3H8NO2S", "method": "ωB97M-V/def2-TZVPD", "species": ["C", "C", "S", "H", "H", "H", "H", "H", "N", "C", "O", "O", "H", "H", "H"], "positions_angstrom": [[0.996, 2.492, -0.872], [0.410, 1.567, 0.191], [-1.378, 1.283, -0.035], [0.500, 3.463, -0.844], [0.835, 2.068, -1.869], [2.057, 2.655, -0.727], [0.598, 1.996, 1.182], [0.936, 0.605, 0.155], [-1.384, -1.718, 0.902], [-0.587, -2.661, 0.419], [0.338, -2.162, -0.436], [-0.658, -3.872, 0.605], [-1.355, -0.701, 0.585], [-2.122, -2.069, 1.478], [0.815, -2.945, -0.735]], "charge": -1, "e_homo_ev": -2.9, "total_energy_ha": -722.6149, "mol_weight_g_mol": 122.17, "multiplicity": 1}

=====

{"formula": "C3H8NO2S", "method": "ωB97M-V/def2-TZVPD", "species": ["C", "C", "C", "N", "O", "O", "S", "H", "H", "H", "H", "H", "H", "H", "H"], "positions_angstrom": [[0.542, -1.838, 0.473], [1.547, -1.028, 0.291], [0.506, 1.123, 0.373], [1.428, 0.313, -0.097], [-0.429, 0.710, 1.210], [0.520, 2.383, 0.080], [-2.536, 0.744, -1.277], [0.769, -2.917, 0.539], [-0.456, -1.532, 0.100], [2.621, -1.217, 0.231], [-1.898, -0.120, -2.096], [2.036, 0.684, -0.712], [-0.657, -0.242, 1.418], [-0.382, 2.788, 0.205], [-3.613, 0.148, -0.737]], "charge": 1, "e_homo_ev": -13.5, "total_energy_ha": -722.2330, "mol_weight_g_mol": 122.17, "multiplicity": 1}

=====

{"formula": "C3H8NO3", "method": "ωB97M-V/def2-TZVPD", "species": ["N", "C", "O", "O", "H", "H", "C", "O", "C", "H", "H", "H", "H", "H", "H"], "positions_angstrom": [[2.546, -0.123, 1.482], [1.362, 0.036, 0.722], [1.063, -0.944, 0.009], [0.736, 1.101, 0.887], [2.849, 0.717, 1.918], [3.248, -0.733, 1.101], [-1.798, 0.536, -1.157], [-0.937, -0.391, -1.788], [-2.431, -0.038, 0.097], [-1.230, 1.437, -0.897], [-2.537, 0.799, -1.927], [-0.205, -0.603, -1.166], [-1.690, -0.096, 0.876], [-3.277, 0.574, 0.415], [-2.846, -1.021, -0.135]], "charge": -1, "e_homo_ev": -4.5, "total_energy_ha": -399.6739, "mol_weight_g_mol": 106.10, "multiplicity": 1}

=====

{"formula": "C3H8NO3", "method": "ωB97M-V/def2-TZVPD", "species": ["C", "N", "C", "C", "O", "O", "H", "H", "H", "H", "H", "H", "H", "H", "O"], "positions_angstrom": [[-0.632, -1.015, -1.296], [0.526, -1.099, -0.377], [0.062, -0.782, 0.959], [-0.413, 0.666, 1.190], [0.432, 1.514, 1.413], [-1.757, 0.796, 1.335], [-0.183, -0.819, -2.279], [-1.231, -1.938, -1.247], [-1.334, -0.188, -1.099], [1.213, -0.457, -0.814], [-0.841, -1.335, 1.148], [0.814, -1.091, 1.737], [1.872, -0.050, -3.295], [-1.268, 0.909, 0.286], [1.824, 0.154, -2.352]], "charge": -1, "e_homo_ev": -3.1, "total_energy_ha": -399.4755, "mol_weight_g_mol": 106.10, "multiplicity": 1}

=====

{"formula": "C3H8NO3PS", "method": "ωB97M-V/def2-TZVPD", "species": ["C", "C", "C", "N", "O", "O", "O", "P", "S", "H", "H", "H", "H", "H", "H", "H", "H"], "positions_angstrom": [[2.649, -0.157, -0.154], [-0.992, 2.454, -0.386], [-0.806, -2.215, 0.518], [2.252, -1.306, 0.204], [1.839, 0.857, -0.105], [0.680, 0.016, 2.100], [-0.335, 1.881, 0.728], [0.425, 0.467, 0.705], [-0.768, -0.742, -0.528], [3.760, 0.055, -0.482], [-0.347, 2.150, -1.290], [-0.993, 3.475, -0.235], [-1.947, 2.079, -0.478], [0.125, -2.152, 1.124], [-0.621, -3.138, -0.046], [-1.707, -2.058, 1.241], [2.945, -2.063, 0.100]], "charge": 0, "e_homo_ev": -9.5, "total_energy_ha": -1139.1681, "mol_weight_g_mol": 169.14, "multiplicity": 1}

=====

{"formula": "C3H8NO7PS", "method": "ωB97M-V/def2-TZVPD", "species": ["C", "C", "C", "N", "O", "O", "O", "O", "O", "O", "O", "P", "S", "H", "H", "H", "H", "H", "H", "H", "H"], "positions_angstrom": [[0.063, 0.511, -0.746], [-1.284, -0.121, -0.768], [1.197, -0.110, -0.069], [-1.670, -0.629, 0.553], [0.485, -2.817, 0.394], [2.747, -1.869, 1.166], [2.152, 2.339, 0.272], [2.060, -1.921, -1.359], [3.625, 0.524, 0.797], [2.906, 0.938, -1.523], [0.540, 0.822, 2.188], [1.572, -1.876, 0.044], [2.541, 1.004, -0.111], [0.083, 1.457, -0.276], [0.424, 0.591, -1.740], [-2.009, 0.510, -1.128], [-1.472, -0.934, -1.512], [3.327, -1.069, 1.090], [-0.842, -0.391, 1.065], [-1.770, -1.603, 0.408], [1.144, 1.559, 2.428]], "charge": -2, "e_homo_ev": [-1.7, -1.5], "total_energy_ha": -1440.1087, "mol_weight_g_mol": 233.14, "multiplicity": 1}

=====

{"formula": "C3H8NO9P2Re", "method": "ωB97M-V/def2-TZVPD", "species": ["Re", "O", "P", "O", "O", "O", "P", "O", "O", "O", "H", "H", "N", "C", "C", "C", "O", "O", "H", "H", "H", "H", "H", "H"], "positions_angstrom": [[0.340, 0.103, -0.399], [-2.607, -2.918, -0.743], [-1.106, -2.558, -0.984], [-0.107, -3.601, -0.956], [-0.901, -1.295, -0.003], [-1.228, -1.763, -2.446], [-0.160, -0.663, -2.807], [-0.257, -0.509, -4.336], [1.153, -0.958, -2.129], [-0.594, 0.651, -2.004], [-2.764, -3.869, -0.675], [0.544, -0.256, -4.815], [-0.777, 1.126, 1.129], [-0.044, 1.409, 2.400], [1.288, 2.097, 2.131], [2.339, 1.154, 1.599], [3.415, 0.968, 2.037], [1.933, 0.423, 0.459], [-1.172, 1.997, 0.779], [-1.574, 0.520, 1.333], [0.104, 0.461, 2.918], [-0.663, 2.042, 3.034], [1.682, 2.517, 3.055], [1.159, 2.922, 1.424]], "charge": 1, "e_homo_ev": [-13.4, -13.3], "total_energy_ha": -1612.0567, "mol_weight_g_mol": 450.25, "s2": 0.75, "multiplicity": 2}

=====

{"formula": "C3H8NOP", "method": "ωB97M-V/def2-TZVPD", "species": ["H", "N", "P", "H", "C", "C", "C", "O", "H", "H", "H", "H", "H", "H"], "positions_angstrom": [[-1.946, -0.427, -0.951], [-2.875, -0.482, -0.482], [-3.418, 0.649, 0.429], [-2.595, 1.851, 0.437], [-0.009, 0.449, 0.732], [0.442, 0.148, -0.517], [1.681, -0.628, -0.578], [2.530, -0.252, 0.575], [0.562, -0.017, 1.583], [-0.769, 1.160, 0.873], [-0.033, 0.420, -1.412], [2.392, -0.299, -1.437], [1.679, -1.754, -0.542], [2.359, -0.817, 1.291]], "charge": 0, "smiles": "[H]/N=P\\[H].C=CCO", "e_homo_ev": -9.6, "total_energy_ha": -590.3299, "mol_weight_g_mol": 105.08, "multiplicity": 1}

=====

{"formula": "C3H8NOS", "method": "ωB97M-V/def2-TZVPD", "species": ["C", "C", "N", "S", "C", "O", "H", "H", "H", "H", "H", "H", "H", "H"], "positions_angstrom": [[-0.355, -1.239, 0.558], [0.111, 0.073, -0.014], [-0.375, 0.332, -1.386], [2.146, 0.100, -0.001], [-0.216, 1.328, 0.772], [-0.771, 2.231, 0.209], [0.008, -2.069, -0.045], [0.015, -1.366, 1.572], [-1.444, -1.277, 0.600], [0.382, 0.380, -2.080], [-1.075, -0.356, -1.690], [-0.818, 1.301, -1.276], [2.279, -0.798, 0.967], [0.112, 1.360, 1.814]], "charge": 1, "smiles": "C[C@]([NH3+])(S)C=O", "e_homo_ev": -14.4, "total_energy_ha": -647.0091, "mol_weight_g_mol": 106.17, "multiplicity": 1}

=====

{"formula": "C3H8NOS", "method": "ωB97M-V/def2-TZVPD", "species": ["N", "C", "C", "C", "O", "S", "H", "H", "H", "H", "H", "H", "H", "H"], "positions_angstrom": [[-0.498, -1.432, 0.637], [0.005, -0.781, -0.619], [-0.544, 0.630, -0.599], [0.510, 1.447, 0.104], [1.414, 0.574, 0.785], [1.850, -0.560, -0.325], [-1.450, -1.713, 0.831], [-0.390, -0.578, 1.266], [0.230, -2.234, 0.747], [-0.270, -1.254, -1.489], [-1.435, 0.687, 0.017], [-0.549, 0.985, -1.676], [0.993, 2.101, -0.597], [0.136, 2.126, 0.919]], "charge": 1, "smiles": "[NH3+][C@H]1CCOS1", "e_homo_ev": -13.9, "total_energy_ha": -646.9696, "mol_weight_g_mol": 106.17, "multiplicity": 1}

=====

{"formula": "C3H8NOS", "method": "ωB97M-V/def2-TZVPD", "species": ["C", "C", "C", "N", "O", "S", "H", "H", "H", "H", "H", "H", "H", "H"], "positions_angstrom": [[-2.424, 1.746, -0.291], [-2.502, 0.529, 0.210], [1.818, -0.270, -0.087], [2.993, -0.738, 0.042], [-1.333, -0.260, -0.047], [-1.647, -1.961, -0.043], [-2.959, 2.645, -0.057], [-1.611, 1.849, -1.004], [-2.932, 0.245, 1.106], [1.239, -0.618, -1.009], [1.339, 0.568, 0.484], [3.584, -0.581, 0.761], [3.379, -1.302, -0.675], [-3.063, -1.846, 0.126]], "charge": 1, "e_homo_ev": -12.0, "total_energy_ha": -646.8987, "mol_weight_g_mol": 106.17, "multiplicity": 1}

=====

{"formula": "C3H8NOSe", "method": "ωB97M-V/def2-TZVPD", "species": ["N", "C", "C", "Se", "C", "O", "H", "H", "H", "H", "H", "H", "H", "H"], "positions_angstrom": [[1.411, -0.465, 0.066], [0.658, 0.677, 0.541], [-0.392, 1.201, -0.446], [-2.233, 0.552, 0.079], [-1.784, -1.300, -0.013], [-0.647, -1.744, 0.096], [1.816, -0.282, -0.915], [2.070, -0.798, 0.713], [0.704, -1.134, -0.134], [1.376, 1.544, 0.527], [0.380, 0.683, 1.628], [-0.534, 2.190, -0.563], [-0.256, 0.921, -1.477], [-2.568, -2.045, -0.103]], "charge": 1, "smiles": "[NH3+]CC[Se]C=O", "e_homo_ev": -13.6, "total_energy_ha": -2650.2345, "mol_weight_g_mol": 153.06, "multiplicity": 1}

=====

{"formula": "C3H8NS", "method": "ωB97M-V/def2-TZVPD", "species": ["C", "S", "H", "H", "H", "C", "C", "N", "H", "H", "H", "H", "H"], "positions_angstrom": [[1.355, 2.008, -2.255], [-0.161, 1.123, -1.828], [2.159, 1.272, -2.206], [1.683, 2.881, -1.666], [1.250, 2.419, -3.268], [-1.523, -1.205, 2.101], [0.230, -1.383, 0.539], [-0.538, -1.951, 1.381], [-1.303, -1.240, 3.187], [-1.548, -0.117, 1.928], [-2.529, -1.568, 1.859], [0.497, -1.928, -0.357], [0.430, -0.312, 0.585]], "charge": -1, "e_homo_ev": -2.2, "total_energy_ha": -572.0104, "mol_weight_g_mol": 90.17, "multiplicity": 1}